[1]
The following is a quantum chemistry calculation of C40H110F2N11O14PbS2 as an isolated structure at a distorted geometry, from the OMol25 dataset.

energy above the lowest of the compared OMol25 structures with the same formula, charge and spin	274.4	kJ/mol
frontier orbital gap	0.2097	Eh
HOMO energy	-10.1	eV
multiplicity	1
charge	+1

Last column: Mulliken charge in e.
Positions of all 180 atoms, in Å:
Pb  2.0692  3.8131  -1.9057  1.477
N  0.6009  2.1483  -0.9308  0.728
S  -0.8242  1.6174  -0.9655  0.064
O  -1.5878  1.6441  0.2884  -0.421
O  -1.1377  0.4837  -1.8182  -0.044
F  -1.5392  2.7983  -1.7484  -0.362
S  1.0469  1.0836  0.3451  -0.557
O  0.8667  -0.3337  0.1512  0.020
O  1.0382  1.6063  1.6840  -0.300
F  2.6171  1.1589  -0.0234  0.072
C  5.3989  2.6032  3.8023  -1.541
C  3.9075  2.7261  4.1192  1.852
C  3.1829  1.3965  4.1018  0.137
O  3.7967  0.5023  5.0092  -0.569
C  3.0911  -0.7180  5.0759  -0.693
N  3.7815  3.3029  5.4912  -0.754
H  5.8629  1.8074  4.3920  0.244
H  5.9776  3.4678  4.1236  0.475
H  5.5711  2.3067  2.7635  0.113
H  3.4782  3.4438  3.4189  -0.947
H  3.3338  0.9625  3.1042  -0.181
H  2.1329  1.5506  4.3601  0.350
H  2.0700  -0.5623  5.4308  0.533
H  3.6448  -1.3775  5.7422  0.343
H  3.1754  -1.1840  4.0871  0.034
H  2.9463  3.8680  5.5102  0.270
H  3.8177  2.5621  6.1761  0.278
C  -4.9077  1.2191  -0.9193  -1.147
C  -5.3622  2.2066  0.1643  0.278
C  -5.3468  1.5909  1.5281  -0.770
O  -5.8823  2.5465  2.4515  -0.322
C  -6.3638  1.9837  3.6317  -0.687
N  -4.5186  3.3698  -0.0146  -0.514
H  -3.9735  0.6856  -0.7223  -0.142
H  -4.7382  1.7528  -1.8538  0.289
H  -5.6103  0.4066  -1.1226  0.744
H  -6.4095  2.3711  -0.0939  0.387
H  -4.4626  1.1196  1.9699  0.279
H  -6.0062  0.7110  1.4579  0.483
H  -7.2499  1.3609  3.4500  0.337
H  -6.8139  2.7673  4.2476  0.298
H  -5.6391  1.4430  4.2439  0.148
H  -4.8094  4.1338  0.5892  0.391
H  -3.5544  3.2141  0.2566  -0.133
C  -2.2062  -5.7378  0.9257  -1.332
C  -0.8044  -5.6344  1.5160  0.559
C  -0.5843  -4.3500  2.3339  -0.320
O  0.7531  -4.1980  2.7169  -0.401
C  1.4420  -3.1001  2.1422  -0.099
N  -0.5352  -6.8364  2.3222  -0.811
H  -2.9456  -5.6945  1.7244  0.419
H  -2.2574  -6.5956  0.2574  0.387
H  -2.3376  -4.8941  0.2418  0.181
H  -0.0210  -5.8474  0.7788  0.177
H  -1.2743  -4.3341  3.1845  0.277
H  -0.8616  -3.4837  1.7190  0.003
H  1.6819  -3.2511  1.0888  0.316
H  2.4050  -2.9270  2.6282  -0.009
H  0.9118  -2.1694  2.3584  0.058
H  0.2015  -6.6587  3.0016  0.266
H  -1.3424  -6.9509  2.9396  0.285
C  -1.2126  -3.9917  -3.6265  -1.659
C  -0.4426  -3.3613  -2.4679  0.993
C  0.7113  -2.4538  -2.8664  0.405
O  1.5786  -3.0879  -3.8002  -0.477
C  2.2035  -4.2608  -3.3208  -0.663
N  -1.4352  -2.6859  -1.6469  -0.337
H  -1.4631  -3.3487  -4.4746  0.250
H  -2.0991  -4.4653  -3.2111  0.373
H  -0.5817  -4.7219  -4.1413  0.440
H  -0.1362  -4.1563  -1.7792  0.153
H  1.3580  -2.1148  -2.0480  0.165
H  0.2883  -1.5873  -3.3810  -0.493
H  2.6109  -4.1134  -2.3186  0.227
H  2.9953  -4.6250  -3.9781  0.301
H  1.5237  -5.1167  -3.3800  0.240
H  -1.1149  -1.9092  -1.0815  0.027
H  -2.2585  -2.3607  -2.1346  -0.022
C  -6.9291  -3.8461  -4.3250  -1.435
C  -5.6224  -3.8335  -5.1245  -0.038
C  -4.7923  -2.5596  -5.0733  -0.278
O  -4.4688  -2.2903  -3.7196  -0.410
C  -3.9526  -1.0152  -3.4679  -0.233
N  -4.8457  -5.0081  -4.6559  -0.734
H  -7.4786  -2.9859  -4.7225  0.363
H  -6.8176  -3.6528  -3.2556  0.200
H  -7.5094  -4.7653  -4.3277  0.410
H  -5.8017  -4.0476  -6.1812  0.514
H  -5.3458  -1.7186  -5.5054  0.345
H  -3.9079  -2.7283  -5.6980  0.236
H  -3.5053  -0.9712  -2.4726  -0.230
H  -4.7017  -0.2230  -3.4709  0.174
H  -3.1638  -0.7607  -4.1782  0.366
H  -4.0978  -5.1276  -5.3375  0.317
H  -4.3477  -4.7517  -3.8069  0.305
C  2.5122  5.7692  2.3463  -1.833
C  1.6732  5.2082  1.1493  2.080
C  0.2013  5.5724  1.1919  -1.183
O  -0.4368  5.1847  -0.0224  -0.028
C  -1.8299  5.3786  0.0269  -1.123
N  2.2846  5.6866  -0.1184  -0.455
H  2.3220  5.2485  3.2816  0.358
H  2.2320  6.8229  2.4276  0.475
H  3.5900  5.7944  2.1789  0.534
H  1.6822  4.1132  1.1797  -1.195
H  0.0587  6.6477  1.3618  0.448
H  -0.2753  5.1432  2.0773  0.507
H  -2.3084  5.0254  -0.8815  0.343
H  -2.0295  6.4559  0.1127  0.450
H  -2.3151  4.9848  0.9250  0.359
H  1.9273  6.6373  -0.2243  0.291
H  3.2642  5.8782  0.0735  0.216
C  6.5352  3.1699  -2.3697  -1.380
C  5.0159  3.0620  -2.3558  0.053
C  4.5192  1.6465  -2.6315  -0.204
O  3.1051  1.7681  -2.8529  -0.110
C  2.5381  0.5289  -3.2959  -0.865
N  4.4095  3.6299  -1.1407  -0.290
H  6.9574  3.4374  -3.3396  0.385
H  6.9613  2.1850  -2.1630  0.364
H  6.9511  3.9262  -1.7034  0.401
H  4.6732  3.5935  -3.2529  0.228
H  4.8205  0.9560  -1.8409  0.017
H  5.0245  1.3879  -3.5645  0.518
H  2.8109  0.4111  -4.3455  0.509
H  1.4472  0.5981  -3.3353  -0.115
H  2.7007  -0.3426  -2.6637  0.449
H  4.9582  4.4601  -0.9126  0.368
H  4.7683  3.0394  -0.3834  0.042
C  5.1050  -0.7926  0.8966  -1.429
C  6.3984  -1.1121  1.6506  0.284
C  6.2721  -1.5403  3.1266  -0.309
O  5.5692  -2.7520  3.3268  -0.356
C  5.6649  -3.2038  4.6741  -0.828
N  7.2439  -1.9799  0.7962  -0.688
H  5.2893  -0.6222  -0.1693  0.585
H  4.5797  0.0867  1.2696  0.023
H  4.4019  -1.6293  0.8381  0.484
H  6.8931  -0.1369  1.7150  0.179
H  5.7910  -0.7908  3.7653  0.104
H  7.3137  -1.6514  3.4558  0.398
H  5.5622  -2.3463  5.3447  0.327
H  6.6375  -3.6478  4.9024  0.318
H  4.8999  -3.9413  4.9025  0.256
H  8.0073  -2.2492  1.4022  0.307
H  6.6342  -2.7126  0.4600  0.288
C  -2.8702  0.5635  5.9029  -1.723
C  -1.6806  0.3484  4.9721  0.525
C  -1.2392  -1.0773  4.8498  0.346
O  -0.7992  -1.7095  6.0471  -0.442
C  -0.1246  -2.9293  5.8474  -0.343
N  -2.0058  0.9554  3.7006  -0.109
H  -2.6504  0.2684  6.9297  0.365
H  -3.6715  -0.0742  5.5230  0.296
H  -3.1663  1.6106  5.9523  0.472
H  -0.8850  1.0389  5.2994  0.101
H  -0.4869  -1.1882  4.0605  -0.318
H  -2.1082  -1.6765  4.5495  0.322
H  -0.7049  -3.6438  5.2535  0.129
H  0.1298  -3.4993  6.7383  0.337
H  0.7846  -2.7403  5.2685  0.065
H  -1.1664  1.1331  3.1464  -0.265
H  -2.2747  1.9320  3.7785  0.284
C  -1.3505  0.9736  -5.5600  -0.867
C  -2.3993  0.7018  -6.6129  0.915
C  -3.5949  1.6707  -6.3815  -1.230
O  -4.2723  1.3205  -5.1971  0.084
C  -5.3671  2.1624  -4.9461  -0.867
N  -1.8389  1.0398  -7.9208  -0.802
H  -0.9388  1.9830  -5.5797  0.439
H  -0.5300  0.2565  -5.6541  0.388
H  -1.8178  0.8160  -4.5821  -0.185
H  -2.8546  -0.2856  -6.5598  -0.086
H  -4.3297  1.5679  -7.1927  0.434
H  -3.3543  2.7422  -6.4107  0.440
H  -6.2185  1.9654  -5.6026  0.317
H  -5.1303  3.2309  -4.9154  0.359
H  -5.7144  1.9807  -3.9265  0.214
H  -1.4101  1.9550  -7.8989  0.277
H  -1.1052  0.3692  -8.1199  0.280


[2]
The following is a quantum chemistry calculation of a 10-piece molecular cluster, C40H110N10O10 overall at a distorted geometry, from the OMol25 dataset.

energy above the lowest of the compared OMol25 structures with the same formula, charge and spin	188.0	kJ/mol
frontier orbital gap	0.3333	Eh
HOMO energy	-8.5	eV
multiplicity	1
SMILES string	COC[C@H](C)N.COC[C@H](C)N.COC[C@H](C)N.COC[C@H](C)N.COC[C@H](C)N.COC[C@H](C)N.COC[C@H](C)N.COC[C@H](C)N.COC[C@H](C)N.COC[C@H](C)N
charge	0

Last column: Mulliken charge in e.
Positions of all 170 atoms, in Å:
C  6.6357  -3.6817  2.4371  -0.793
O  5.3137  -3.4657  2.0183  -0.340
C  4.9813  -2.0933  1.9769  -0.553
C  3.5078  -1.9781  1.6662  1.610
C  3.2344  -2.4270  0.2397  -1.701
N  2.9511  -0.6079  1.7913  1.846
H  6.8929  -3.3532  3.4501  0.294
H  7.3475  -3.1868  1.7678  0.314
H  6.8204  -4.7552  2.4175  0.264
H  5.1523  -1.6517  2.9649  0.384
H  5.6156  -1.6177  1.2208  0.441
H  2.9133  -2.6140  2.3295  -0.742
H  2.2414  -2.3139  -0.2035  0.023
H  3.5059  -3.4834  0.1804  0.561
H  3.8054  -1.8163  -0.4655  0.281
H  3.1793  -0.2028  2.6997  -0.303
H  1.9356  -0.6661  1.9069  -1.196
C  -1.4931  0.6870  -6.9698  -0.228
O  -2.3635  0.0079  -7.8388  -0.179
C  -2.0640  0.1723  -9.1996  -0.881
C  -2.5219  -1.0014  -10.0592  0.470
C  -1.8645  -2.3462  -9.6785  -1.119
N  -2.1336  -0.6802  -11.4204  -0.714
H  -0.5285  0.1715  -6.8968  0.286
H  -1.8684  0.6898  -5.9470  -0.379
H  -1.3633  1.7031  -7.3527  0.427
H  -2.5486  1.0706  -9.5967  0.305
H  -0.9808  0.2926  -9.3286  0.421
H  -3.6065  -1.1250  -10.0545  0.260
H  -2.4402  -3.1605  -10.1150  0.369
H  -1.9618  -2.3845  -8.5889  0.123
H  -0.8238  -2.3553  -9.9958  0.300
H  -2.2561  -1.4398  -12.0763  0.257
H  -1.1530  -0.4364  -11.4983  0.247
C  0.9464  2.5013  2.5007  0.688
O  0.2562  2.0031  3.6374  0.214
C  -0.9742  2.6701  3.9764  -0.632
C  -1.5128  2.0775  5.2662  0.604
C  -2.0516  0.6678  5.1226  -0.850
N  -2.5648  2.9369  5.8357  -0.795
H  0.2775  2.8696  1.7163  -0.546
H  1.6212  1.7569  2.0836  -0.748
H  1.5597  3.3801  2.7291  0.645
H  -0.8286  3.7498  4.0770  0.423
H  -1.6895  2.5413  3.1559  0.112
H  -0.7518  1.9894  6.0465  0.053
H  -1.2291  0.0568  4.7677  -0.235
H  -2.8278  0.6232  4.3517  0.159
H  -2.5259  0.2602  6.0135  0.401
H  -2.1038  3.8213  6.0374  0.304
H  -3.2210  3.1787  5.0960  0.311
C  -3.5027  3.9627  -4.1631  -0.873
O  -3.5449  3.7982  -2.7652  -0.313
C  -3.6400  4.9735  -1.9722  -0.980
C  -3.1160  4.6384  -0.5722  0.356
C  -1.6004  4.4097  -0.5955  -0.852
N  -3.8546  3.5866  0.0952  -0.483
H  -2.5661  4.4553  -4.4463  0.326
H  -4.2224  4.7092  -4.5263  0.361
H  -3.7119  3.0773  -4.7580  0.194
H  -3.1458  5.8505  -2.4047  0.495
H  -4.7100  5.2114  -1.9743  0.357
H  -3.2894  5.5613  -0.0082  0.451
H  -1.2739  3.8896  0.2998  -0.303
H  -1.1568  5.3690  -0.8670  0.537
H  -1.3595  3.8258  -1.4896  0.124
H  -4.8284  3.8077  0.2722  0.328
H  -3.9470  2.7698  -0.5084  0.110
C  -2.5610  -3.0671  2.6031  -0.619
O  -1.4842  -2.6703  3.4375  -0.280
C  -0.6110  -3.7831  3.7195  -0.846
C  0.7119  -3.2300  4.2155  2.504
C  1.7800  -4.2841  4.4705  -1.818
N  0.5200  -2.6044  5.5479  -0.634
H  -2.1848  -3.4647  1.6587  -0.033
H  -3.0815  -2.1778  2.2399  0.211
H  -3.3172  -3.6987  3.0699  0.384
H  -1.0284  -4.4784  4.4533  0.216
H  -0.4394  -4.3098  2.7740  0.419
H  1.1044  -2.4392  3.5754  -1.225
H  1.4488  -5.0098  5.2154  0.539
H  2.6555  -3.7658  4.8577  0.358
H  2.0140  -4.7934  3.5342  0.310
H  0.2469  -3.3294  6.2099  0.319
H  -0.3320  -2.0573  5.5517  0.139
C  -6.9414  -2.6680  -2.2141  -0.753
O  -5.6460  -2.3289  -2.6851  -0.343
C  -5.0479  -1.2693  -1.9125  -0.476
C  -4.8154  0.0131  -2.7109  0.409
C  -4.3071  -0.3513  -4.1077  -0.756
N  -3.9488  0.9379  -1.9857  0.133
H  -6.8803  -2.8983  -1.1474  0.321
H  -7.3137  -3.5192  -2.7807  0.245
H  -7.6460  -1.8428  -2.3569  0.288
H  -5.6065  -0.9945  -1.0137  0.510
H  -4.1463  -1.7875  -1.5683  -0.134
H  -5.8381  0.4025  -2.7244  0.398
H  -3.4836  -1.0748  -4.0639  -0.028
H  -3.8725  0.4954  -4.6424  -0.057
H  -5.0333  -0.9018  -4.7050  0.452
H  -3.7916  1.7952  -2.5010  0.234
H  -3.0669  0.4506  -1.8646  -0.487
C  6.8165  3.4024  1.9871  -0.812
O  6.1185  2.3122  1.4119  -0.331
C  4.7240  2.5399  1.2221  0.001
C  4.4007  2.2153  -0.2556  0.456
C  2.9936  2.5817  -0.7053  -1.303
N  4.5787  0.7358  -0.3973  -0.690
H  6.8725  4.1904  1.2289  0.340
H  7.8007  3.0510  2.2875  0.252
H  6.3755  3.9006  2.8561  0.307
H  4.0831  2.0304  1.9393  -0.479
H  4.5525  3.6215  1.3121  0.604
H  5.0905  2.6570  -0.9778  0.330
H  2.2113  2.1554  -0.0738  -0.182
H  2.7887  2.2179  -1.7140  0.432
H  2.7862  3.6542  -0.7588  0.473
H  5.4327  0.6128  0.1509  0.386
H  3.9302  0.3794  0.3263  -0.019
C  4.2510  3.9946  7.2120  -0.750
O  4.8200  3.1249  6.2659  -0.436
C  3.9182  2.4797  5.3980  -0.255
C  3.2639  1.2301  5.9812  0.654
C  4.2950  0.1855  6.3739  -1.612
N  2.3172  0.5776  5.0206  -0.031
H  3.3828  3.6344  7.7726  0.282
H  3.8577  4.8693  6.6775  0.312
H  5.0121  4.3310  7.9118  0.302
H  3.1895  3.1835  4.9718  0.398
H  4.5055  2.2419  4.5059  -0.078
H  2.6075  1.3699  6.8472  0.416
H  4.9195  0.4747  7.2240  0.396
H  4.9683  0.0048  5.5365  0.197
H  3.8276  -0.7136  6.7790  0.409
H  1.5652  1.2352  4.7933  -0.390
H  1.7899  -0.0571  5.6220  0.225
C  -0.2797  -2.3723  -5.2049  0.142
O  -0.9291  -3.3263  -4.3889  -0.474
C  -0.6787  -3.0829  -3.0135  0.665
C  -1.1249  -4.3327  -2.2108  0.051
C  -1.1894  -4.0048  -0.7280  -0.391
N  -0.3134  -5.5320  -2.4457  -0.793
H  0.8007  -2.5271  -5.3011  0.397
H  -0.3911  -1.3689  -4.7835  -0.337
H  -0.6800  -2.3901  -6.2173  0.025
H  0.4085  -3.0283  -2.8767  0.239
H  -1.1744  -2.1837  -2.6387  -0.656
H  -2.1314  -4.6065  -2.5369  0.368
H  -0.1667  -3.8788  -0.3585  0.084
H  -1.6081  -4.7912  -0.0998  0.394
H  -1.7878  -3.1035  -0.5961  -0.477
H  -0.2552  -5.6881  -3.4501  0.354
H  0.6605  -5.2902  -2.2597  0.293
C  -0.2963  0.2957  -2.7421  -0.654
O  -1.0475  -0.0978  -1.6148  1.648
C  -0.2785  0.0532  -0.4161  -0.352
C  -1.0364  -0.4880  0.7923  2.375
C  -2.2473  0.3736  1.1655  -0.214
N  -0.1192  -0.4939  1.9435  1.742
H  0.1211  1.3011  -2.6283  0.350
H  -0.9216  0.2209  -3.6305  -0.679
H  0.5905  -0.3234  -2.9256  0.445
H  0.5291  -0.6644  -0.5993  -0.443
H  0.1118  1.0656  -0.2892  -0.312
H  -1.3768  -1.5032  0.5902  -1.776
H  -3.0598  0.3239  0.4344  0.048
H  -1.8782  1.4015  1.1682  -0.482
H  -2.7338  0.0616  2.0898  0.056
H  -0.0910  0.4329  2.3984  -0.913
H  -0.5015  -1.1025  2.6806  -0.733